The following is a quantum chemistry calculation of a single C17H23N3OS molecule, from the Open Molecules 2025 dataset.

Geometry as XYZ:
```
45
Properties=species:S:1:pos:R:3:lowdin_charge:R:1
S 1.373 -1.194 -3.133 0.81
O -0.313 -1.061 1.513 0.05
N 0.971 3.013 0.219 0.17
N 0.262 1.658 1.841 0.18
N -0.028 -0.188 -0.537 0.11
C 2.524 -2.275 -4.020 -0.40
C 0.035 2.929 2.293 -0.19
C -1.329 -2.913 -1.106 -0.16
C -1.454 -4.130 -0.195 -0.19
C -0.570 4.807 3.583 -0.10
C -0.667 -0.976 0.348 -0.44
C -1.843 -1.739 -0.244 -0.21
C 0.814 1.778 0.599 -0.28
C 2.596 -0.226 -2.170 -0.46
C -2.708 -2.381 0.855 -0.14
C 0.495 3.777 1.256 -0.23
C 1.963 0.949 -1.442 -0.22
C -2.773 -3.873 0.525 -0.19
C 1.177 0.557 -0.195 -0.24
C -0.502 3.434 3.466 -0.03
C 0.418 5.158 1.396 -0.02
C -0.118 5.652 2.567 -0.11
H 3.330 0.135 -2.891 0.08
H 3.183 -1.674 -4.641 0.03
H 0.767 5.809 0.611 0.11
H -0.193 6.721 2.707 0.10
H 3.097 -2.859 -3.305 0.04
H -1.445 -5.068 -0.747 0.11
H -0.851 2.780 4.251 0.11
H -2.208 -2.235 1.814 0.11
H 1.781 -0.097 0.452 0.16
H -0.360 -0.119 -1.486 0.11
H -1.974 -3.037 -1.977 0.12
H -2.417 -1.039 -0.856 0.14
H -0.982 5.242 4.482 0.10
H -3.606 -4.076 -0.151 0.11
H 1.924 -2.932 -4.641 0.03
H 0.035 0.771 2.274 0.14
H -2.895 -4.487 1.416 0.11
H 2.750 1.635 -1.127 0.12
H -0.312 -2.751 -1.460 0.06
H 1.305 1.500 -2.116 0.12
H -0.636 -4.139 0.527 0.12
H -3.696 -1.928 0.913 0.11
H 3.080 -0.909 -1.470 0.08
```

- Max |F|: 0.0153 Eh/bohr
- SMILES string: CSCC[C@H](NC(=O)C1CCCC1)c1nc2ccccc2[nH]1
- HOMO-LUMO gap: 0.33089 Ha
- Relative energy (zero: lowest compared OMol25 entry of this formula, charge and spin): 15.5 kJ/mol
- DFT total energy: -1299.3503 hartree

The following is a quantum chemistry calculation of a gas-phase ion, C11H15N2OS (charge -1) in a non-equilibrium geometry, from the Open Molecules 2025 dataset.

Geometry as XYZ:
```
30
Properties=species:S:1:pos:R:3:lowdin_charge:R:1
S 2.303 1.165 -0.375 0.99
O -0.299 -2.144 0.127 -0.29
N -0.078 1.232 1.141 0.15
N -0.614 -0.916 0.581 -0.21
C 0.491 -0.191 1.219 -0.51
C 0.618 -0.739 2.618 -0.01
C -0.968 1.260 0.226 -0.36
C 3.612 0.250 -1.065 -0.45
C -1.016 -0.225 -1.864 -0.03
C -1.339 -0.011 -0.362 -0.49
C 1.703 -0.238 0.380 -0.49
C -1.701 2.530 0.004 -0.02
C 3.449 -1.094 -0.833 -0.23
C -2.845 -0.271 -0.301 -0.05
C 2.331 -1.387 -0.041 -0.14
H 3.965 -1.835 -1.491 0.10
H -3.249 0.281 -1.177 0.06
H -2.278 2.487 -0.943 0.09
H 2.198 -2.346 0.535 0.13
H 0.584 -1.756 2.549 0.05
H -3.260 0.054 0.665 0.08
H -2.998 -1.354 -0.475 0.09
H 1.237 -0.111 3.171 0.06
H -2.188 2.771 0.948 0.09
H -1.004 3.244 -0.124 0.03
H -0.346 -0.490 3.072 0.08
H -0.735 -1.274 -1.839 0.07
H 4.458 0.746 -1.654 0.07
H -1.845 -0.029 -2.566 0.07
H -0.186 0.391 -2.126 0.05
```

- Max |F|: 0.0805 Eh/bohr
- SMILES string: CC1=N[C@](C)(c2cccs2)N([O-])C1(C)C
- HOMO-LUMO gap: 0.17826 Ha
- Total charge: -1
- Relative energy (zero: lowest compared OMol25 entry of this formula, charge and spin): 0.0 kJ/mol
- DFT total energy: -1010.9869 hartree

The following is a quantum chemistry calculation of a molecular structure, C23H40GeMnN2OSi3, from the Open Molecules 2025 dataset.

Geometry as XYZ:
```
71
Properties=species:S:1:pos:R:3:lowdin_charge:R:1
Ge -1.011 2.239 -0.184 0.74
Mn -0.221 -0.175 0.041 0.74
Si -3.281 1.366 0.008 0.39
Si -0.725 4.486 0.714 0.42
Si -0.080 2.089 -2.470 0.40
O -0.762 -1.940 -0.966 -0.15
N 1.606 -0.950 -0.789 0.04
N 1.731 -4.831 4.078 0.21
C 1.082 -2.475 3.245 -0.20
C 1.436 -3.780 3.723 -0.16
C 2.072 -1.506 3.062 0.02
C -1.082 4.439 2.558 -0.20
C -3.935 1.728 1.725 -0.19
C 2.696 -2.670 -2.032 0.02
C 0.415 0.046 2.237 -0.35
C 1.743 -0.264 2.556 -0.02
C -0.965 3.603 -3.140 -0.20
C 1.563 -2.098 -1.476 -0.23
C 1.058 4.984 0.408 -0.19
C -4.203 2.310 -1.325 -0.20
C 0.055 1.380 1.613 -0.29
C 0.223 -2.775 -1.604 -0.10
C -1.973 5.604 -0.118 -0.20
C -0.648 0.551 -3.390 -0.19
C -3.429 -0.485 -0.340 -0.20
C 1.774 2.303 -2.606 -0.18
C 3.913 -2.039 -1.858 0.01
C -0.572 -0.927 2.454 -0.07
C -0.246 -2.181 2.957 0.02
C 3.966 -0.851 -1.139 -0.01
C 2.794 -0.341 -0.628 -0.13
H -1.329 5.461 2.859 0.05
H 2.620 -3.597 -2.585 0.14
H -1.709 0.618 -3.642 0.04
H -3.372 1.228 2.517 0.03
H -1.989 5.556 -1.205 0.02
H -4.441 -0.823 -0.109 0.06
H -1.618 -0.677 2.288 0.11
H -1.931 3.815 2.840 0.02
H -0.218 4.131 3.148 0.04
H -3.913 1.985 -2.326 0.03
H -2.029 3.642 -2.907 0.02
H 4.899 -0.329 -0.983 0.13
H -1.733 6.634 0.157 0.05
H 0.917 2.046 1.648 0.07
H -4.963 1.363 1.788 0.05
H -4.044 3.387 -1.253 0.03
H -0.751 1.825 2.198 0.04
H -1.639 -2.342 -0.987 0.11
H -2.982 5.404 0.249 0.04
H -3.955 2.795 1.950 0.03
H 0.239 -3.747 -1.109 0.15
H 2.516 0.482 2.426 0.13
H 1.717 4.154 0.141 0.01
H -5.277 2.136 -1.227 0.05
H -2.776 -1.111 0.281 0.00
H -0.881 3.558 -4.230 0.06
H -0.499 -0.385 -2.851 -0.01
H -0.047 -2.909 -2.654 0.15
H 1.123 5.716 -0.399 0.04
H -3.238 -0.708 -1.393 0.04
H 4.814 -2.467 -2.277 0.13
H -0.097 0.474 -4.330 0.05
H 2.030 2.317 -3.668 0.05
H 2.785 0.590 -0.077 0.12
H 3.096 -1.738 3.320 0.14
H 2.116 3.246 -2.177 0.03
H 2.341 1.490 -2.154 -0.01
H -1.018 -2.917 3.138 0.14
H -0.497 4.531 -2.814 0.04
H 1.469 5.449 1.305 0.04
```

- Max |F|: 0.0176 Eh/bohr
- HOMO-LUMO gap (alpha / beta): 0.30962 / 0.29673 Ha
- Total charge: +2
- Relative energy (zero: lowest compared OMol25 entry of this formula, charge and spin): 34.0 kJ/mol
- DFT total energy: -5181.1193 hartree
- 2S+1: 6

The following is a quantum chemistry calculation of a single C3H4O2 molecule in a non-equilibrium geometry, from the Open Molecules 2025 dataset.

Geometry as XYZ:
```
9
Properties=species:S:1:pos:R:3:lowdin_charge:R:1
O 0.440 0.708 -0.093 -0.01
O 2.185 -0.696 -0.030 0.09
C 1.757 0.406 0.006 -0.33
C -1.776 -0.103 -0.014 0.05
C -0.472 -0.353 -0.064 -0.17
H -2.470 -0.883 0.160 0.05
H -2.073 0.950 0.001 0.07
H 0.036 -1.322 -0.117 0.12
H 2.372 1.292 0.150 0.14
```

- Max |F|: 0.0371 Eh/bohr
- SMILES string: C=COC=O
- HOMO-LUMO gap: 0.39932 Ha
- Relative energy (zero: lowest compared OMol25 entry of this formula, charge and spin): 84.2 kJ/mol
- DFT total energy: -267.1607 hartree

The following is a quantum chemistry calculation of 3 unconnected molecules or ions with the total composition C17H13BrO12S, from the Open Molecules 2025 dataset.

Geometry as XYZ:
```
44
Properties=species:S:1:pos:R:3:lowdin_charge:R:1
Br -4.573 -1.879 -0.134 0.67
S -3.529 -2.810 3.549 0.86
O -0.230 -3.540 -0.920 0.08
O -0.005 2.125 -0.860 0.10
O -0.205 -0.940 2.557 0.08
O 1.455 4.369 3.012 0.12
O -0.605 1.119 3.381 0.18
O 2.273 -1.401 -5.049 0.12
O 1.013 4.095 -2.244 0.10
O 2.408 6.366 1.629 0.11
O -0.899 -4.400 -3.307 0.12
O -1.963 -0.610 3.886 0.05
O 2.978 -0.589 -2.664 0.13
O -3.495 0.017 1.537 0.08
C 1.846 5.374 0.950 -0.24
C 2.030 -1.509 -2.734 -0.23
C 0.654 -2.955 -4.313 0.08
C -1.929 -1.991 3.518 -0.60
C 0.656 3.134 1.160 0.09
C 0.047 -3.471 -3.236 -0.23
C 1.759 5.349 -0.387 0.07
C 1.676 -1.938 -4.137 -0.31
C 1.308 4.258 1.810 -0.30
C -1.154 -1.979 2.216 -0.24
C -3.204 -0.967 0.957 -0.81
C 0.571 3.115 -0.175 -0.23
C 0.392 -3.029 -1.838 -0.30
C -1.849 -1.614 0.877 -0.13
C 1.126 4.216 -1.036 -0.32
C -0.891 -0.026 3.289 -0.55
C 1.422 -2.028 -1.656 0.07
H -1.914 -2.519 0.283 0.07
H 3.236 -0.388 -3.586 0.13
H 2.145 6.143 -1.012 0.13
H 0.077 2.373 -1.802 0.11
H 0.413 -3.263 -5.320 0.14
H -1.274 -2.469 4.253 0.13
H 2.335 6.119 2.573 0.12
H -0.640 -2.919 2.031 0.16
H -1.168 -0.945 0.348 0.14
H -3.043 -4.021 3.852 -0.11
H -1.172 -4.589 -2.389 0.12
H 1.667 -1.724 -0.648 0.14
H 0.255 2.341 1.778 0.11
```

- Max |F|: 0.0189 Eh/bohr
- SMILES string: O=C(Br)C[C@H]1OC(=O)O[C@H]1S.O=C1C=C(O)C(=O)C=C1O.O=C1C=C(O)C(=O)C=C1O
- HOMO-LUMO gap: 0.28000 Ha
- DFT total energy: -4530.6950 hartree

The following is a quantum chemistry calculation of 2 unconnected molecules or ions with the total composition C11H14IO4S in a non-equilibrium geometry, from the Open Molecules 2025 dataset.

Geometry as XYZ:
```
31
Properties=species:S:1:pos:R:3:lowdin_charge:R:1
I 1.668 -3.556 0.914 0.84
S -2.103 -1.918 1.785 0.70
O 1.171 1.489 -1.939 0.07
O 3.811 -1.655 1.556 0.06
O -0.580 1.906 2.336 0.17
O 3.936 2.378 -1.846 0.32
C -2.677 -1.707 0.034 -0.52
C -2.913 0.839 0.606 -0.15
C -0.395 1.143 1.453 -0.34
C 2.622 -0.685 -0.253 -0.13
C 1.376 0.157 0.088 -0.16
C 0.891 0.292 1.323 0.07
C 2.922 -1.780 0.818 -0.84
C -3.495 -0.396 -0.155 -0.25
C 0.618 0.878 -1.047 -0.28
C -0.907 0.803 -0.939 0.06
C -1.405 0.932 0.298 -0.15
H 2.400 -1.247 -1.193 0.12
H -4.549 -0.617 0.108 0.12
H -1.662 -3.215 1.765 -0.14
H -3.440 1.791 0.406 0.13
H 3.979 3.049 -1.134 0.20
H -3.510 -0.135 -1.240 0.11
H -3.387 -2.549 -0.134 0.08
H 1.350 -0.201 2.193 0.14
H 4.109 2.777 -2.724 0.20
H 3.063 1.889 -1.834 0.13
H 3.539 -0.075 -0.409 0.12
H -3.022 0.622 1.694 0.10
H -1.867 -1.843 -0.706 0.07
H -1.542 0.635 -1.823 0.14
```

- Max |F|: 0.0439 Eh/bohr
- HOMO-LUMO gap: 0.26012 Ha
- Total charge: +1
- DFT total energy: -1424.0457 hartree

The following is a quantum chemistry calculation of a molecular structure, C39H41NO2P2W in a non-equilibrium geometry, from the Open Molecules 2025 dataset.

Geometry as XYZ:
```
86
Properties=species:S:1:pos:R:3:lowdin_charge:R:1
W 0.078 3.375 0.943 1.69
P -0.891 -2.667 -1.776 1.01
P -0.198 -2.989 0.629 1.01
O -2.094 5.454 -0.211 0.06
O -0.140 5.148 3.955 0.07
N -0.819 5.111 1.712 -0.03
C -2.538 -5.019 -5.361 -0.05
C -0.336 1.225 -2.410 -0.11
C 2.089 5.565 0.320 -0.15
C -3.430 -4.504 -4.403 -0.06
C -0.926 0.367 -4.579 -0.04
C 1.686 -1.536 4.576 -0.05
C -0.114 -6.636 2.518 -0.05
C -1.158 -5.059 -5.079 -0.05
C 1.070 3.572 -0.897 -0.31
C 1.929 -2.055 2.214 -0.09
C 1.238 -3.324 -0.464 -0.25
C 1.704 2.210 1.579 -0.30
C 0.539 -2.219 2.100 -0.40
C -0.574 -7.515 1.524 -0.05
C -1.132 -5.612 0.115 -0.09
C 2.795 4.572 1.292 -0.15
C -2.103 7.100 1.650 -0.07
C 1.868 3.598 1.989 -0.27
C 2.337 2.721 -0.851 -0.16
C -0.144 -5.249 2.323 -0.07
C -1.264 -0.856 -3.986 -0.04
C -2.939 -3.935 -3.228 -0.09
C -0.661 -4.530 -3.885 -0.08
C 0.938 4.908 -0.351 -0.24
C -0.289 -1.940 3.210 -0.11
C -0.955 -1.074 -2.634 -0.34
C -0.662 5.690 2.987 -0.43
C 2.499 -1.766 3.458 -0.06
C -1.318 7.070 2.949 -0.07
C -1.096 -6.991 0.331 -0.06
C -1.712 5.824 0.898 -0.45
C -1.540 -3.836 -3.034 -0.39
C 2.433 1.722 0.365 -0.17
C -0.472 -0.022 -1.837 -0.12
C 0.901 -2.955 -1.738 -0.26
C -0.598 -4.738 1.093 -0.33
C -1.280 1.871 1.055 -0.20
C -0.476 1.436 -3.788 -0.04
C 0.290 -1.602 4.434 -0.06
H -1.443 -7.672 -0.452 0.12
H 1.768 6.491 0.831 0.13
H 2.110 0.706 0.083 0.10
H -0.526 7.841 2.989 0.14
H -1.970 2.254 1.823 0.05
H -2.910 -5.396 -6.318 0.12
H 2.795 5.908 -0.461 0.15
H 2.546 -2.184 1.330 0.09
H 1.480 1.543 2.410 0.12
H 1.530 -2.781 -2.620 0.10
H -1.735 -1.647 -4.569 0.11
H 0.205 -4.574 3.105 0.10
H -0.344 -1.429 5.304 0.12
H 3.270 3.324 -0.904 0.12
H 3.627 4.075 0.766 0.11
H 0.565 3.559 -1.867 0.12
H 0.286 -7.034 3.450 0.12
H 3.502 1.579 0.629 0.14
H -0.499 -8.604 1.656 0.12
H -4.507 -4.515 -4.594 0.12
H -0.107 2.047 -1.746 0.03
H 1.673 3.821 3.042 0.12
H -1.006 0.511 -5.654 0.12
H -0.813 0.945 1.406 0.02
H -3.194 7.090 1.802 0.14
H -1.806 1.759 0.097 0.04
H -1.847 7.996 1.063 0.14
H -3.621 -3.535 -2.466 0.12
H -1.372 -2.041 3.110 0.12
H -0.152 -0.193 -0.799 0.08
H 0.392 -4.638 -3.610 0.10
H 3.264 5.160 2.101 0.14
H 3.585 -1.719 3.552 0.12
H -1.948 7.216 3.837 0.14
H 0.232 5.559 -0.870 0.12
H 2.148 -3.814 -0.118 0.10
H -1.511 -5.225 -0.841 0.08
H -0.224 2.422 -4.188 0.12
H 2.344 2.109 -1.776 0.12
H -0.458 -5.507 -5.787 0.12
H 2.138 -1.320 5.548 0.12
```

- Max |F|: 0.0416 Eh/bohr
- HOMO-LUMO gap (alpha / beta): 0.19067 / 0.21715 Ha
- Total charge: +2
- Relative energy (zero: lowest compared OMol25 entry of this formula, charge and spin): 1.2 kJ/mol
- DFT total energy: -2465.0145 hartree
- 2S+1: 3